Arrangement 1

Computed, not measured: a molecular structure, C37H30Cl4N4NaO5PS, with ωB97M-V/def2-TZVPD.

XYZ file:
```
83
Properties=species:S:1:pos:R:3:lowdin_charge:R:1
Na 0.75035 0.62342 0.03526 0.07
C 1.00895 1.62441 5.36428 -0.05
N 1.13591 2.66875 4.36706 -0.13
C 0.57203 3.93073 4.48686 -0.06
C 0.81483 4.58050 3.34106 -0.05
N 1.53107 3.71321 2.52678 0.01
C 1.73878 2.50305 3.15222 -0.72
S 2.56810 1.15928 2.59883 0.70
C 1.74490 3.99783 1.12822 -0.27
C 2.33180 5.19340 0.75855 -0.01
C 2.37088 5.47692 -0.59777 -0.08
C 1.82737 4.57425 -1.49635 -0.05
C 1.28503 3.39310 -1.00468 -0.06
N 1.25640 3.11208 0.30098 0.18
H 1.35767 1.98421 6.33307 0.08
H 1.61887 0.78252 5.04724 0.04
H -0.03197 1.30752 5.43665 0.09
H 0.02226 4.23373 5.36021 0.11
H 0.49559 5.54555 2.99200 0.12
H 2.74626 5.86180 1.50102 0.11
H 2.82639 6.39698 -0.94372 0.10
H 1.82947 4.76358 -2.56177 0.10
H 0.83875 2.66138 -1.67206 0.10
Cl 5.49840 -4.13092 0.59634 0.56
C 4.61414 -2.70570 0.09573 -0.74
C 5.25900 -1.64232 -0.48611 -0.73
Cl 6.99172 -1.68908 -0.73987 0.55
C 4.51512 -0.51416 -0.90257 -0.61
Cl 5.33464 0.84590 -1.65268 0.59
C 3.11805 -0.40738 -0.76727 -0.43
O 2.44197 0.61210 -1.15930 -0.16
C 2.42687 -1.55443 -0.12520 -0.43
O 1.15800 -1.49776 0.04625 -0.19
C 3.21498 -2.64720 0.26917 -0.60
Cl 2.34595 -3.97559 1.01779 0.61
O -2.17659 3.16579 1.24219 -0.03
C -2.04885 1.95656 1.00085 -0.62
O -1.01396 1.24326 1.04699 -0.13
C -3.31990 1.17163 0.61589 -0.12
C -4.55016 1.78529 0.83863 -0.04
C -5.74295 1.12193 0.58826 -0.11
C -5.70781 -0.18099 0.10463 -0.11
C -4.48559 -0.79353 -0.13249 -0.11
C -3.27457 -0.13724 0.10206 -0.24
P -1.59486 -0.92287 -0.19330 1.19
C -1.94201 -2.27742 -1.41727 -0.36
C -1.14989 -3.43012 -1.35511 -0.10
C -1.11361 -4.33394 -2.41069 -0.09
C -1.85526 -4.10316 -3.56358 -0.12
C -2.62746 -2.95136 -3.65179 -0.11
C -2.66307 -2.04750 -2.59343 -0.11
C -1.55288 -1.93827 1.37909 -0.30
C -2.28181 -3.11709 1.51280 -0.11
C -2.25014 -3.86804 2.68389 -0.10
C -1.47948 -3.44054 3.75631 -0.12
C -0.74752 -2.26363 3.63727 -0.09
C -0.77949 -1.52046 2.46415 -0.07
H -4.52735 2.79918 1.21818 0.10
H -6.69417 1.60848 0.77529 0.08
H -6.62677 -0.72516 -0.08462 0.09
H -4.47114 -1.81023 -0.50864 0.09
H -0.52183 -3.59665 -0.48434 0.09
H -0.48290 -5.21185 -2.33096 0.10
H -1.81789 -4.80420 -4.38928 0.08
H -3.19536 -2.74319 -4.55161 0.09
H -3.23903 -1.13676 -2.70248 0.10
H -2.88522 -3.47101 0.68336 0.09
H -2.82261 -4.78702 2.74495 0.09
H -1.43823 -4.02708 4.66736 0.09
H -0.11974 -1.92915 4.45537 0.09
H -0.18335 -0.61945 2.39130 0.08
C 1.03786 0.61599 -5.22449 -0.06
N 1.04723 -0.24967 -4.08239 -0.18
C 1.89572 -1.42360 -4.08464 -0.04
C 0.30679 0.01101 -2.97611 -0.34
O -0.41914 0.98705 -2.84554 -0.01
H 0.63231 0.10803 -6.10772 0.08
H 2.05654 0.94090 -5.46026 0.09
H 0.42034 1.48315 -5.00376 0.08
H 2.92645 -1.14206 -4.31822 0.09
H 1.55426 -2.17278 -4.80718 0.08
H 1.89714 -1.86950 -3.09046 0.09
H 0.46945 -0.73443 -2.18469 0.10
```

The calculation puts the LUMO energy at 3.64 eV. The HOMO energy comes out at -0.0294 hartree. Its net charge is -2. The HOMO-LUMO gap comes out at 4.4 eV. As for the multiplicity: 1.



Arrangement 2

Computed, not measured: a molecular structure, C37H30Cl4N4NaO5PS, with ωB97M-V/def2-TZVPD.

XYZ file:
```
83
Properties=species:S:1:pos:R:3:lowdin_charge:R:1
Na 0.10171 -1.17772 1.17977 0.26
C -0.25980 -1.11749 5.76350 -0.04
N -1.34170 -0.56540 4.97666 -0.11
C -1.79302 0.73772 5.05380 -0.08
C -2.63031 0.94253 4.02286 -0.05
N -2.67622 -0.24450 3.30625 -0.01
C -1.86106 -1.17764 3.88607 -0.76
S -1.61968 -2.73882 3.32655 0.64
C -3.24049 -0.41719 2.00559 -0.30
C -4.36984 -1.19863 1.84437 -0.01
C -4.84264 -1.38179 0.55564 -0.05
C -4.17885 -0.77197 -0.49416 -0.04
C -3.06340 0.00142 -0.21467 -0.11
N -2.59762 0.18381 1.01912 0.17
H -0.42534 -0.89475 6.81815 0.09
H 0.68002 -0.68730 5.42180 0.07
H -0.24989 -2.19231 5.60119 0.05
H -1.44478 1.40999 5.81577 0.10
H -3.16511 1.81879 3.70547 0.12
H -4.81526 -1.68174 2.70210 0.11
H -5.70389 -2.01243 0.37444 0.10
H -4.48844 -0.90859 -1.52102 0.09
H -2.50984 0.47636 -1.01514 0.08
Cl 4.40480 3.12484 4.85639 0.56
C 3.81142 1.92142 3.74245 -0.76
C 4.62685 1.40756 2.76644 -0.75
Cl 6.28059 1.94196 2.63174 0.57
C 4.11350 0.45386 1.86427 -0.60
Cl 5.18416 -0.27304 0.68785 0.64
C 2.78420 -0.00190 1.87986 -0.43
O 2.32045 -0.87354 1.07671 -0.14
C 1.89014 0.57678 2.91145 -0.42
O 0.66230 0.21068 2.94911 -0.13
C 2.46872 1.48328 3.81169 -0.61
Cl 1.45355 2.10893 5.10754 0.63
O -2.08874 -4.19454 -0.67383 -0.01
C -1.32468 -3.26620 -0.95814 -0.64
O -1.30579 -2.09325 -0.48519 -0.14
C -0.26345 -3.52445 -2.03748 -0.14
C -0.13583 -4.82091 -2.52537 -0.04
C 0.80764 -5.13709 -3.48778 -0.10
C 1.63909 -4.13798 -3.97331 -0.10
C 1.51292 -2.83996 -3.50200 -0.08
C 0.56170 -2.50434 -2.53459 -0.25
P 0.42390 -0.76982 -1.89475 1.17
C -1.03433 -0.14776 -2.83237 -0.36
C -2.05674 -0.96137 -3.31483 -0.08
C -3.19585 -0.40834 -3.88695 -0.11
C -3.33441 0.96909 -3.98798 -0.11
C -2.31611 1.79000 -3.51818 -0.09
C -1.17873 1.23902 -2.94521 -0.12
C 1.77538 0.05035 -2.84446 -0.38
C 2.94382 0.25373 -2.11241 -0.09
C 4.04625 0.86366 -2.69753 -0.08
C 3.98493 1.29132 -4.01570 -0.11
C 2.82010 1.10212 -4.75162 -0.11
C 1.72434 0.48242 -4.16896 -0.11
H -0.80425 -5.56456 -2.11056 0.11
H 0.90009 -6.15426 -3.85215 0.09
H 2.39193 -4.36380 -4.72028 0.09
H 2.17492 -2.07891 -3.89116 0.09
H -1.97429 -2.03696 -3.23030 0.11
H -3.98128 -1.06226 -4.24949 0.10
H -4.22704 1.39921 -4.42767 0.09
H -2.40825 2.86784 -3.58910 0.10
H -0.39233 1.88765 -2.56968 0.08
H 2.97972 -0.06660 -1.07409 0.06
H 4.94071 1.01485 -2.10562 0.08
H 4.83903 1.78140 -4.46981 0.09
H 2.76593 1.43990 -5.78089 0.09
H 0.81973 0.33522 -4.74872 0.10
C 1.46743 4.05713 1.45331 -0.03
N 0.34913 3.19304 1.14751 -0.16
C -0.60989 2.91275 2.19349 -0.07
C 0.22972 2.63275 -0.06755 -0.33
O 0.93321 2.88054 -1.03540 -0.01
H 1.15400 5.10583 1.51363 0.08
H 2.21243 3.95338 0.66825 0.09
H 1.90440 3.75770 2.40741 0.08
H -1.16387 3.82426 2.45513 0.09
H -0.11302 2.51636 3.07598 0.03
H -1.30605 2.15194 1.84453 0.05
H -0.59268 1.89675 -0.10771 0.12
```

The calculation puts the LUMO energy at 3.64 eV. The HOMO energy comes out at -0.0375 hartree. Its net charge is -2. The HOMO-LUMO gap comes out at 4.7 eV. As for the multiplicity: 1.



The most stable arrangement is arrangement 2, and the next structure is 26.7 kcal/mol less stable.



Arrangement 1

Computed, not measured: a gas-phase ion, C4H11NO (charge +1), with ωB97M-V/def2-TZVPD.

XYZ file:
```
17
Properties=species:S:1:pos:R:3:lowdin_charge:R:1
C -0.50828 -1.81308 -0.65382 -0.03
C -0.85059 -0.26263 -0.77908 -0.34
C -2.07144 0.06307 0.15977 0.03
N 0.28372 0.58777 -0.53338 0.23
C 0.90317 0.41161 0.75372 -0.12
O 2.24679 1.18956 0.94075 -0.08
H -0.63605 -2.26637 0.30461 0.08
H 0.54341 -2.01686 -1.07177 0.12
H -1.25418 -2.27646 -1.27398 0.08
H -1.09725 -0.18194 -1.82726 0.15
H -2.55506 0.98238 -0.19588 0.10
H -1.66258 0.10892 1.17503 0.09
H -2.76087 -0.74902 -0.10687 0.11
H 0.14092 1.50910 -0.64514 0.13
H 1.21426 -0.60705 0.95885 0.13
H 0.28978 0.80230 1.61715 0.18
H 2.98008 0.67025 0.38938 0.16
```

The calculation puts the LUMO energy (spin up / spin down) at -3.04 / -8.63 eV. The HOMO energy (spin up / spin down) comes out at -0.5834 / -0.5815 hartree. Its net charge is +1. The HOMO-LUMO gap (spin up / spin down) comes out at 12.8 / 7.2 eV. As for the multiplicity: 2.



Arrangement 2

Computed, not measured: 2 unconnected molecules or ions with the total composition C4H11NO, with ωB97M-V/def2-TZVPD.

XYZ file:
```
17
Properties=species:S:1:pos:R:3:lowdin_charge:R:1
C 1.68115 1.63303 0.53644 -0.09
C 2.09435 0.26255 -0.06800 -0.30
N 1.01014 -0.62762 -0.47390 -0.02
H 0.88861 1.71767 1.29461 0.06
H 2.43049 2.21191 1.07532 0.08
H 1.23757 2.18126 -0.30848 0.07
H 2.59805 0.53945 -0.97326 0.09
H 2.84603 -0.30630 0.57097 0.13
H 1.26675 -1.13024 -1.32596 0.09
H 0.19420 -0.10639 -0.80514 0.06
C -2.87722 -0.38199 -0.52677 0.25
C -2.29708 -0.92255 0.60169 -0.10
O -1.44556 -1.92836 0.63191 0.16
H -3.88814 0.00661 -0.29454 0.13
H -2.48487 -0.68109 -1.50131 0.12
H -2.50574 -0.68951 1.62594 0.15
H -0.74872 -1.77843 -0.05951 0.12
```

The calculation puts the LUMO energy (spin up / spin down) at -4.94 / -8.70 eV. The HOMO energy (spin up / spin down) comes out at -0.5066 / -0.5006 hartree. Its net charge is +1. The HOMO-LUMO gap (spin up / spin down) comes out at 8.8 / 4.9 eV. As for the multiplicity: 2.



Arrangement 3

Computed, not measured: 2 unconnected molecules or ions with the total composition C4H11NO, with ωB97M-V/def2-TZVPD.

XYZ file:
```
17
Properties=species:S:1:pos:R:3:lowdin_charge:R:1
C 1.93202 -0.20412 -0.01128 -0.10
C 0.90021 0.92999 -0.02557 -0.23
C -0.32360 0.84958 -0.93892 -0.22
C -2.37887 -0.32428 -0.86605 0.18
N -1.05804 -0.35761 -0.80987 0.19
H 2.92726 0.25495 0.03062 0.08
H 1.82716 -0.93208 0.80916 0.07
H 2.01299 -0.82887 -0.92746 0.09
H 1.53998 1.81936 -0.29973 0.14
H 0.51373 1.02666 1.02451 0.13
H 0.02704 0.89928 -2.03262 0.17
H -0.85587 1.85178 -0.91342 0.17
H -3.08286 0.60184 -1.03791 0.19
H -2.83022 -1.31398 -0.41732 0.17
H -0.27447 -1.66304 2.89299 0.05
H -0.15218 -1.04945 1.46374 -0.02
O -0.72430 -1.56002 2.05912 -0.05
```

The calculation puts the LUMO energy (spin up / spin down) at -5.75 / -9.51 eV. The HOMO energy (spin up / spin down) comes out at -0.5596 / -0.5594 hartree. Its net charge is +1. The HOMO-LUMO gap (spin up / spin down) comes out at 9.5 / 5.7 eV. As for the multiplicity: 2.



The most stable arrangement is arrangement 1, and the next structure is 10.5 kcal/mol less stable.



Arrangement 1

Computed, not measured: 2 unconnected molecules or ions with the total composition C4H11NO, with ωB97M-V/def2-TZVPD.

XYZ file:
```
17
Properties=species:S:1:pos:R:3:lowdin_charge:R:1
C -0.74268 -0.68604 1.48570 -0.01
C 0.34098 -0.43058 0.47560 -0.23
C 0.03135 -0.79230 -0.82036 0.00
N -1.31028 -1.31313 -1.11582 0.18
C 1.72678 0.05845 0.67072 -0.02
H -1.41710 -1.59518 1.18150 0.14
H -0.55265 -1.08307 2.46330 0.10
H -1.17686 0.18013 1.94108 0.10
H 0.68829 -0.87828 -1.66486 0.15
H -2.01834 -0.78532 -0.69232 0.09
H -1.54380 -1.30337 -2.10380 0.13
H 1.80723 0.79983 -0.16387 0.10
H 1.91885 0.61609 1.62844 0.12
H 2.49793 -0.73793 0.70979 0.13
H -0.21358 1.65593 -0.89974 0.03
H -0.16963 2.91245 0.14965 0.06
O 0.15164 2.56418 -0.70104 -0.06
```

The calculation puts the LUMO energy (spin up / spin down) at -4.24 / -7.76 eV. The HOMO energy (spin up / spin down) comes out at -0.5487 / -0.5634 hartree. Its net charge is +1. The HOMO-LUMO gap (spin up / spin down) comes out at 10.7 / 7.6 eV. As for the multiplicity: 2.



Arrangement 2

Computed, not measured: 2 unconnected molecules or ions with the total composition C4H11NO, with ωB97M-V/def2-TZVPD.

XYZ file:
```
17
Properties=species:S:1:pos:R:3:lowdin_charge:R:1
C 0.29314 1.01530 -0.07930 -0.19
C -0.54581 0.31750 0.94961 -0.21
C -1.95551 0.23757 0.45227 -0.13
C -2.28160 -0.86762 -0.30890 0.07
N 1.67739 1.17489 0.35671 0.32
H 0.21153 0.46079 -1.03671 0.17
H -0.07915 1.99762 -0.41778 0.15
H -0.08959 -0.65444 1.12454 0.11
H -0.58034 0.86356 1.91104 0.14
H -2.55795 1.08052 0.56302 0.09
H -1.64049 -1.65563 -0.52587 0.04
H -3.22700 -0.81339 -0.75596 0.05
H 2.18991 1.74459 -0.32428 0.16
H 2.21774 0.29354 0.26830 0.11
H 1.45951 -2.04987 -0.24625 0.11
H 2.69033 -1.71148 -1.38470 0.11
O 2.21788 -1.43345 -0.54575 -0.09
```

The calculation puts the LUMO energy (spin up / spin down) at -3.35 / -8.79 eV. The HOMO energy (spin up / spin down) comes out at -0.4986 / -0.4983 hartree. Its net charge is +1. The HOMO-LUMO gap (spin up / spin down) comes out at 10.2 / 4.8 eV. As for the multiplicity: 2.



The most stable arrangement is arrangement 1, and the next structure is 17.6 kcal/mol less stable.